DFT (ωB97M-V/def2-TZVPD) results for a 12-piece molecular cluster, C42H84Cl4O26 overall.

ORCA input file:
```
! wB97M-V def2-TZVPD RIJCOSX def2/J DEFGRID3
* xyz 0 1
C 1.158 -1.324 5.588
C 1.914 -2.567 5.175
O 1.083 -3.505 4.629
C 1.535 -4.779 4.518
O 2.633 -5.165 4.905
O 0.652 -5.445 3.885
C 1.014 -6.790 3.539
H 0.583 -0.921 4.755
H 1.813 -0.542 5.971
H 0.366 -1.539 6.305
H 2.471 -2.861 6.065
H 2.610 -2.385 4.356
H 1.923 -6.742 2.939
H 0.202 -7.226 2.959
H 1.129 -7.241 4.524
C -2.897 -1.708 0.798
C -2.098 -2.943 1.184
O -1.629 -3.013 2.527
C -2.515 -3.318 3.540
O -3.634 -3.762 3.448
O -1.957 -3.077 4.660
C -2.629 -3.244 5.906
H -3.160 -1.839 -0.251
H -2.361 -0.760 0.845
H -3.839 -1.617 1.339
H -1.189 -2.833 0.592
H -2.673 -3.821 0.889
H -3.662 -2.898 5.945
H -2.236 -2.672 6.747
H -2.764 -4.230 6.351
C -0.423 6.734 -0.078
C 0.532 5.523 0.116
O 1.458 5.599 -0.947
C 2.332 4.581 -1.303
O 2.541 3.546 -0.665
O 2.933 4.902 -2.459
C 3.926 4.125 -3.063
H -1.203 6.604 0.672
H -0.892 6.784 -1.061
H 0.087 7.641 0.246
H -0.068 4.636 -0.088
H 0.924 5.615 1.129
H 4.678 3.798 -2.346
H 4.431 4.746 -3.804
H 3.475 3.382 -3.720
C -2.557 -6.818 1.325
C -2.109 -6.310 -0.085
O -0.741 -5.874 0.081
C -0.128 -5.060 -0.806
O -0.516 -4.632 -1.874
O 1.151 -4.534 -0.414
C 1.874 -4.859 0.762
H -3.494 -7.373 1.281
H -2.673 -5.925 1.940
H -1.741 -7.376 1.784
H -2.715 -5.459 -0.398
H -2.314 -7.168 -0.726
H 1.292 -4.532 1.624
H 2.909 -4.521 0.808
H 2.001 -5.927 0.942
C -4.174 3.821 5.662
C -3.305 2.783 4.871
O -3.704 2.643 3.566
C -3.264 3.460 2.623
O -2.581 4.471 2.811
O -3.675 3.006 1.412
C -3.272 3.641 0.220
H -4.231 4.787 5.159
H -3.728 4.048 6.630
H -5.148 3.424 5.948
H -3.211 1.847 5.423
H -2.253 3.066 4.886
H -2.338 3.156 -0.062
H -3.110 4.706 0.386
H -3.927 3.422 -0.623
C 6.303 2.436 -4.580
C 6.396 1.729 -3.221
O 5.236 0.882 -3.002
C 5.461 -0.283 -2.222
O 6.436 -0.527 -1.510
O 4.321 -0.909 -2.129
C 4.253 -2.179 -1.582
H 5.899 1.692 -5.266
H 7.266 2.794 -4.943
H 5.520 3.192 -4.525
H 6.537 2.487 -2.451
H 7.304 1.127 -3.194
H 5.104 -2.794 -1.875
H 3.368 -2.746 -1.870
H 4.156 -2.021 -0.507
C -4.032 0.783 -2.746
C -4.863 0.174 -1.593
O -5.461 -1.098 -1.945
C -6.495 -1.222 -2.805
C -6.957 -2.639 -2.972
O -7.092 -0.344 -3.390
H -3.384 1.586 -2.395
H -4.608 0.989 -3.648
H -3.347 0.049 -3.171
H -4.183 0.070 -0.748
H -5.663 0.868 -1.336
H -8.037 -2.731 -2.857
H -6.503 -3.252 -2.193
H -6.520 -3.049 -3.883
C 1.700 -4.315 -7.332
C 1.548 -2.879 -6.826
O 0.658 -2.824 -5.684
C 0.799 -1.699 -4.917
C 0.031 -1.883 -3.627
O 1.407 -0.658 -5.168
H 0.776 -4.802 -7.642
H 2.208 -4.935 -6.593
H 2.171 -4.242 -8.313
H 2.533 -2.476 -6.590
H 1.173 -2.290 -7.663
H 0.190 -2.851 -3.154
H -0.996 -1.737 -3.961
H 0.182 -1.061 -2.927
C 0.335 2.028 -3.759
C -0.035 3.480 -3.640
O -1.404 3.466 -4.022
C -2.273 4.288 -3.432
C -3.632 4.263 -4.084
O -2.030 5.083 -2.498
H -0.357 1.304 -3.328
H 1.229 1.700 -3.229
H 0.464 1.803 -4.817
H 0.100 3.865 -2.630
H 0.593 4.013 -4.355
H -3.415 4.521 -5.121
H -4.340 4.931 -3.593
H -3.957 3.223 -4.061
C 0.211 1.391 3.036
C 0.661 2.870 3.038
O 1.832 2.967 3.798
C 2.432 4.117 3.984
C 3.722 4.075 4.742
O 1.968 5.204 3.671
H -0.725 1.229 2.502
H 0.068 1.126 4.083
H 0.981 0.722 2.652
H 0.743 3.251 2.020
H -0.172 3.506 3.338
H 4.220 5.045 4.735
H 4.385 3.370 4.242
H 3.542 3.854 5.794
Cl -0.468 1.070 -0.127
C 1.102 0.235 -0.286
Cl 0.997 -1.422 0.287
H 1.549 0.248 -1.281
H 1.852 0.791 0.277
Cl 6.225 1.700 0.863
C 4.771 1.804 1.757
Cl 3.941 0.215 2.061
H 5.035 2.343 2.667
H 4.164 2.551 1.247
*
```

F_max = 4.00 eV/A
HOMO-LUMO gap = 0.3898 Eh
LUMO = 0.017 Eh
SMILES = CCOC(=O)OC.CCOC(=O)OC.CCOC(=O)OC.CCOC(=O)OC.CCOC(=O)OC.CCOC(=O)OC.CCOC(C)=O.CCOC(C)=O.CCOC(C)=O.CCOC(C)=O.ClCCl.ClCCl
Energy above the lowest of the compared OMol25 structures with the same formula, charge and spin = 0.000 eV

Atomic partial charges in e from the Löwdin method, atoms 1 to 99: atom 1 (C): -0.0487, atom 2 (C): -0.2588, atom 3 (O): 0.0279, atom 4 (C): -0.6155, atom 5 (O): 0.1126, atom 6 (O): 0.0085, atom 7 (C): 0.0033, atom 8 (H): 0.0543, atom 9 (H): 0.0854, atom 10 (H): 0.0743, atom 11 (H): 0.1288, atom 12 (H): 0.1286, atom 13 (H): 0.0894, atom 14 (H): 0.0841, atom 15 (H): 0.1084, atom 16 (C): -0.0595, atom 17 (C): -0.2265, atom 18 (O): 0.0262, atom 19 (C): -0.6044, atom 20 (O): 0.1268, atom 21 (O): 0.0365, atom 22 (C): -0.0334, atom 23 (H): 0.0748, atom 24 (H): 0.0335, atom 25 (H): 0.0885, atom 26 (H): 0.0621, atom 27 (H): 0.1025, atom 28 (H): 0.0925, atom 29 (H): 0.0878, atom 30 (H): 0.0969, atom 31 (C): -0.0485, atom 32 (C): -0.2089, atom 33 (O): 0.0046, atom 34 (C): -0.5041, atom 35 (O): 0.0852, atom 36 (O): -0.0039, atom 37 (C): -0.0642, atom 38 (H): 0.0684, atom 39 (H): 0.0622, atom 40 (H): 0.0754, atom 41 (H): 0.1036, atom 42 (H): 0.1151, atom 43 (H): 0.0979, atom 44 (H): 0.0922, atom 45 (H): 0.1004, atom 46 (C): -0.0346, atom 47 (C): -0.1790, atom 48 (O): 0.0143, atom 49 (C): -0.4796, atom 50 (O): 0.1166, atom 51 (O): -0.0817, atom 52 (C): -0.0783, atom 53 (H): 0.0839, atom 54 (H): 0.0562, atom 55 (H): 0.0612, atom 56 (H): 0.1110, atom 57 (H): 0.1215, atom 58 (H): 0.0812, atom 59 (H): 0.0995, atom 60 (H): 0.0780, atom 61 (C): -0.0404, atom 62 (C): -0.2302, atom 63 (O): 0.0438, atom 64 (C): -0.5382, atom 65 (O): 0.0970, atom 66 (O): -0.0123, atom 67 (C): -0.0510, atom 68 (H): 0.0753, atom 69 (H): 0.0704, atom 70 (H): 0.0703, atom 71 (H): 0.1226, atom 72 (H): 0.1105, atom 73 (H): 0.0467, atom 74 (H): 0.0959, atom 75 (H): 0.0890, atom 76 (C): -0.0512, atom 77 (C): -0.2291, atom 78 (O): -0.0010, atom 79 (C): -0.5270, atom 80 (O): 0.0759, atom 81 (O): -0.0025, atom 82 (C): -0.0585, atom 83 (H): 0.0838, atom 84 (H): 0.0851, atom 85 (H): 0.0308, atom 86 (H): 0.1025, atom 87 (H): 0.1167, atom 88 (H): 0.1067, atom 89 (H): 0.0896, atom 90 (H): 0.0833, atom 91 (C): -0.0574, atom 92 (C): -0.1751, atom 93 (O): -0.0182, atom 94 (C): -0.5330, atom 95 (C): 0.0119, atom 96 (O): 0.0952, atom 97 (H): 0.0575, atom 98 (H): 0.0735, atom 99 (H): 0.0724

DFT (ωB97M-V/def2-TZVPD) results for C29H26BBrN3O6RuS as an isolated structure.

ORCA input file:
```
! wB97M-V def2-TZVPD RIJCOSX def2/J DEFGRID3
* xyz 0 2
Ru 0.003 0.047 -0.146
Br -1.844 -1.023 -1.708
C -1.426 -2.736 -0.987
C -2.392 -3.674 -0.797
C -2.088 -4.804 0.010
C -0.898 -4.862 0.673
C 0.106 -3.870 0.479
C 1.321 -3.873 1.214
C 2.271 -2.913 0.985
C 2.124 -2.012 -0.093
C 0.968 -1.974 -0.873
C -0.110 -2.848 -0.461
H -3.387 -3.537 -1.193
H -2.839 -5.569 0.156
H -0.699 -5.666 1.371
H 1.475 -4.639 1.964
H 3.184 -2.889 1.564
H 2.968 -1.386 -0.364
O 0.773 -2.302 -3.422
B 1.048 -1.467 -2.345
O 1.510 -0.228 -2.753
C 1.450 -0.268 -4.131
C 1.753 0.732 -5.024
C 1.608 0.409 -6.374
C 1.175 -0.848 -6.782
C 0.858 -1.847 -5.862
C 1.009 -1.518 -4.535
H 2.058 1.709 -4.684
H 1.833 1.159 -7.119
H 1.076 -1.054 -7.839
H 0.513 -2.825 -6.164
C -2.860 -2.329 2.769
N -2.784 -0.966 3.246
C -3.823 -0.515 4.149
C -3.330 0.687 4.923
C -2.915 1.757 3.938
N -2.038 1.222 2.911
C -1.322 2.224 2.145
C -1.994 -0.091 2.548
O -1.252 -0.511 1.651
H -3.119 -2.978 3.607
H -1.900 -2.631 2.365
H -3.614 -2.454 1.987
H -4.061 -1.343 4.820
H -4.744 -0.266 3.604
H -2.480 0.395 5.543
H -4.113 1.070 5.578
H -2.378 2.563 4.446
H -3.799 2.212 3.471
H -0.603 2.744 2.784
H -2.024 2.958 1.740
H -0.793 1.757 1.319
O -0.476 4.401 -1.109
S 0.589 3.515 -1.480
O 0.798 3.239 -2.873
N 0.522 2.129 -0.625
C 1.541 1.991 0.218
O 1.588 0.946 0.912
C 2.522 3.112 0.196
C 3.690 3.283 0.917
C 4.425 4.440 0.686
C 3.994 5.388 -0.237
C 2.822 5.209 -0.965
C 2.106 4.056 -0.726
H 4.010 2.534 1.627
H 5.343 4.608 1.231
H 4.585 6.281 -0.393
H 2.487 5.941 -1.687
*
```

F_max = 0.77 eV/A
HOMO-LUMO gap (alpha / beta) = 0.2447 / 0.2306 Eh
LUMO (alpha / beta) = 0.003 / 0.004 Eh
Energy above the lowest of the compared OMol25 structures with the same formula, charge and spin = 0.062 eV
Expectation value of S² = 0.76

Partial charges, Löwdin, in e: atom 1 (Ru): 0.8392, atom 2 (Br): 0.9620, atom 3 (C): -0.5353, atom 4 (C): -0.1110, atom 5 (C): -0.0773, atom 6 (C): -0.0371, atom 7 (C): -0.1654, atom 8 (C): -0.0246, atom 9 (C): -0.0559, atom 10 (C): -0.0304, atom 11 (C): -0.1858, atom 12 (C): -0.1883, atom 13 (H): 0.1044, atom 14 (H): 0.1044, atom 15 (H): 0.1132, atom 16 (H): 0.1110, atom 17 (H): 0.1062, atom 18 (H): 0.1220, atom 19 (O): 0.1973, atom 20 (B): -0.6619, atom 21 (O): 0.1754, atom 22 (C): -0.1759, atom 23 (C): 0.0203, atom 24 (C): -0.0809, atom 25 (C): -0.0891, atom 26 (C): 0.0081, atom 27 (C): -0.1835, atom 28 (H): 0.1116, atom 29 (H): 0.1013, atom 30 (H): 0.0994, atom 31 (H): 0.1189, atom 32 (C): -0.0305, atom 33 (N): -0.0867, atom 34 (C): -0.1650, atom 35 (C): -0.1550, atom 36 (C): -0.1659, atom 37 (N): -0.0722, atom 38 (C): -0.0293, atom 39 (C): -0.4408, atom 40 (O): -0.0712, atom 41 (H): 0.0903, atom 42 (H): 0.0761, atom 43 (H): 0.0966, atom 44 (H): 0.1200, atom 45 (H): 0.1316, atom 46 (H): 0.1237, atom 47 (H): 0.1177, atom 48 (H): 0.1243, atom 49 (H): 0.1295, atom 50 (H): 0.1017, atom 51 (H): 0.1027, atom 52 (H): 0.0233, atom 53 (O): -0.2886, atom 54 (S): 0.6412, atom 55 (O): -0.2866, atom 56 (N): -0.1473, atom 57 (C): -0.5233, atom 58 (O): -0.0776, atom 59 (C): -0.1243, atom 60 (C): 0.0015, atom 61 (C): -0.0651, atom 62 (C): -0.0652, atom 63 (C): -0.0274, atom 64 (C): -0.2055, atom 65 (H): 0.1216, atom 66 (H): 0.1048, atom 67 (H): 0.1061, atom 68 (H): 0.1229

DFT (ωB97M-V/def2-TZVPD) results for C6H11ClN2O7SeTi as an isolated structure.

ORCA input file:
```
! wB97M-V def2-TZVPD RIJCOSX def2/J DEFGRID3
* xyz 0 1
Ti -0.047 0.231 -1.556
O 2.233 2.495 -1.838
C 2.288 1.328 -1.309
O 1.843 0.298 -1.834
C 2.995 1.239 0.037
O 2.445 0.186 0.791
C 1.458 0.544 1.738
C 0.103 0.963 1.125
O -0.915 0.937 1.786
O 0.154 1.313 -0.114
H 1.591 2.549 -2.624
H 2.930 2.209 0.543
H 4.051 0.997 -0.145
H 1.809 1.354 2.396
H 1.298 -0.356 2.338
C -1.278 -2.920 1.898
O -2.275 -2.161 1.212
C -1.819 -1.328 0.295
O -0.632 -1.192 0.015
N -2.780 -0.631 -0.346
N -2.358 0.290 -1.310
H -1.817 -3.669 2.470
H -0.711 -2.270 2.566
H -0.599 -3.391 1.184
H -3.757 -0.718 -0.084
H -2.640 1.259 -1.101
H -2.679 0.052 -2.261
Se -0.519 1.919 -3.082
Cl -0.372 -1.528 -2.789
*
```

F_max = 3.57 eV/A
HOMO-LUMO gap = 0.2864 Eh
LUMO = 0.009 Eh

Partial charges, Löwdin, in e: atom 1 (Ti): 0.3408, atom 2 (O): 0.1211, atom 3 (C): -0.5109, atom 4 (O): -0.0964, atom 5 (C): -0.0787, atom 6 (O): -0.0977, atom 7 (C): -0.0783, atom 8 (C): -0.5685, atom 9 (O): 0.0987, atom 10 (O): -0.1822, atom 11 (H): 0.0139, atom 12 (H): 0.1506, atom 13 (H): 0.1547, atom 14 (H): 0.1417, atom 15 (H): 0.1368, atom 16 (C): -0.0107, atom 17 (O): 0.0203, atom 18 (C): -0.5652, atom 19 (O): -0.0643, atom 20 (N): 0.0641, atom 21 (N): -0.0621, atom 22 (H): 0.0989, atom 23 (H): 0.0980, atom 24 (H): 0.1056, atom 25 (H): 0.1737, atom 26 (H): 0.1070, atom 27 (H): 0.0836, atom 28 (Se): 0.2536, atom 29 (Cl): 0.1518

DFT (ωB97M-V/def2-TZVPD) results for a 2-piece molecular cluster, C5H10N2O6 overall.

ORCA input file:
```
! wB97M-V def2-TZVPD RIJCOSX def2/J DEFGRID3
* xyz 0 1
C -0.792 0.061 -1.209
C -0.417 -1.156 -0.639
C 0.109 1.201 -1.446
C 0.506 -2.016 2.230
C 0.175 1.880 0.985
N 0.625 -1.772 -0.321
N 0.938 1.699 -0.275
O 1.874 -1.151 -0.273
O -2.036 0.242 -1.622
O -1.525 -1.975 -0.536
O 1.032 0.757 -2.458
O 1.319 -1.465 2.886
O -0.778 -2.272 2.270
H -0.522 2.051 -1.832
H -0.502 2.747 0.881
H -0.417 1.045 1.132
H 0.754 2.008 1.935
H 1.206 2.626 -0.588
H -2.565 -0.576 -1.423
H -1.214 -2.709 -0.050
H 1.915 0.951 -2.204
H 1.663 -0.146 -0.523
H -1.348 -2.030 3.078
*
```

F_max = 4.13 eV/A
HOMO-LUMO gap (alpha / beta) = 0.2667 / 0.2829 Eh
LUMO (alpha / beta) = -0.012 / -0.008 Eh
Energy above the lowest of the compared OMol25 structures with the same formula, charge and spin = 3.066 eV

Partial charges, Löwdin, in e: atom 1 (C): -0.2235, atom 2 (C): -0.3878, atom 3 (C): -0.3161, atom 4 (C): -0.3431, atom 5 (C): -0.0790, atom 6 (N): 0.0491, atom 7 (N): -0.0566, atom 8 (O): -0.0470, atom 9 (O): 0.1109, atom 10 (O): 0.0473, atom 11 (O): 0.0074, atom 12 (O): 0.1142, atom 13 (O): 0.0586, atom 14 (H): 0.1678, atom 15 (H): 0.0893, atom 16 (H): 0.0393, atom 17 (H): 0.1015, atom 18 (H): 0.1114, atom 19 (H): 0.1433, atom 20 (H): 0.0745, atom 21 (H): 0.0707, atom 22 (H): 0.1041, atom 23 (H): 0.1637